Entry 1:
Below is a structure of composition C48H76BN8O5Ti, with properties calculated with the ωB97M-V functional and the def2-TZVPD basis.

## Properties
Multiplicity: 2
Highest occupied orbital energy (alpha / beta): -6.32 / -8.44 eV
Energy relative to the best compared isomer or geometry (same formula, charge and spin): 37.1 kcal/mol
Largest force on an atom: 0.5 eV Å⁻¹

Each line ends with the Löwdin spin population.
Cartesian coordinates (Å):
Ti -0.39 0.31 -0.05  0.24
C 2.97 3.77 1.42  0.00
C 2.85 2.63 0.40  0.00
C 1.80 2.94 -0.64  0.00
C 2.68 1.28 1.05  0.00
C 3.67 0.69 1.84  0.00
C 3.28 -0.61 2.04  0.00
C 4.16 -1.63 2.72  0.00
C 3.48 -2.45 3.82  0.00
C 4.91 -2.53 1.73  0.00
N 2.07 -0.78 1.44  0.00
N 1.71 0.41 0.84  0.00
B 1.59 -2.12 0.82  0.00
N 2.04 -2.13 -0.65  0.00
N 1.75 -1.04 -1.40  0.00
C 2.20 -1.28 -2.62  0.00
C 2.77 -2.57 -2.68  0.00
C 2.63 -3.08 -1.41  0.00
C 2.92 -4.47 -0.91  0.00
C 1.78 -5.41 -1.32  0.00
C 4.27 -4.98 -1.42  0.00
C 2.12 -0.24 -3.70  0.00
C 3.48 0.45 -3.87  0.00
C 1.63 -0.83 -5.02  0.00
N 0.03 -2.36 0.78  0.00
N -0.65 -1.83 -0.28  0.00
C -1.71 -2.60 -0.52  0.00
C -1.76 -3.61 0.44  0.00
C -0.65 -3.42 1.25  0.00
C -0.33 -4.21 2.48  0.00
C -0.14 -3.28 3.68  0.00
C 0.79 -5.24 2.33  0.00
C -2.55 -2.48 -1.76  0.00
C -3.81 -1.64 -1.58  0.00
C -2.91 -3.87 -2.29  0.00
H 2.00 3.99 1.87  0.00
H 3.68 3.53 2.21  0.00
H 3.32 4.67 0.92  0.00
H 3.81 2.55 -0.11  0.00
H 1.66 2.11 -1.33  0.00
H 0.85 3.18 -0.16  0.00
H 2.10 3.81 -1.23  0.00
H 4.59 1.14 2.18  0.00
H 4.91 -1.01 3.21  0.00
H 2.79 -3.18 3.40  0.00
H 4.24 -3.00 4.39  0.00
H 2.93 -1.81 4.51  0.00
H 4.25 -3.27 1.28  0.00
H 5.35 -1.94 0.93  0.00
H 5.71 -3.06 2.25  0.00
H 2.08 -3.00 1.43  0.00
H 3.21 -3.05 -3.54  0.00
H 2.94 -4.44 0.18  0.00
H 1.71 -5.47 -2.41  0.00
H 1.94 -6.41 -0.93  0.00
H 0.82 -5.04 -0.94  0.00
H 4.27 -5.03 -2.51  0.00
H 5.08 -4.32 -1.11  0.00
H 4.47 -5.98 -1.03  0.00
H 1.40 0.51 -3.36  0.00
H 4.23 -0.27 -4.20  0.00
H 3.42 1.24 -4.62  0.00
H 3.81 0.88 -2.93  0.00
H 2.35 -1.54 -5.42  0.00
H 0.68 -1.35 -4.89  0.00
H 1.49 -0.04 -5.76  0.00
H -2.49 -4.40 0.52  0.00
H -1.24 -4.79 2.66  0.00
H 0.56 -2.48 3.46  0.00
H -1.09 -2.81 3.94  0.00
H 0.21 -3.83 4.55  0.00
H 1.77 -4.78 2.23  0.00
H 0.81 -5.90 3.20  0.00
H 0.63 -5.86 1.44  0.00
H -1.92 -1.99 -2.51  0.00
H -4.36 -1.95 -0.68  0.00
H -3.55 -0.59 -1.49  0.00
H -4.48 -1.76 -2.43  0.00
H -3.63 -4.36 -1.63  0.00
H -3.37 -3.79 -3.27  0.00
H -2.03 -4.51 -2.37  0.00
C -3.48 2.67 0.33  0.00
C -3.40 1.16 0.43  0.00
C -3.77 0.63 1.80  0.00
O -2.12 0.69 0.03  0.00
H -2.63 3.15 0.82  0.00
H -4.39 3.01 0.83  0.00
H -3.51 3.00 -0.71  0.00
H -4.11 0.75 -0.30  0.00
H -3.45 -0.40 1.92  0.00
H -4.85 0.68 1.93  0.00
H -3.32 1.23 2.60  0.00
C -4.89 4.59 -5.06  0.02
C -3.91 3.62 -4.49  0.10
C -2.98 4.01 -3.53  -0.02
C -2.08 3.13 -2.96  0.09
C -1.06 3.66 -2.01  0.01
C -2.10 1.76 -3.35  0.02
C -1.26 0.74 -2.83  0.34
O -0.44 0.78 -1.80  0.04
C -3.02 1.36 -4.37  0.09
C -3.06 -0.05 -4.88  0.01
C -3.89 2.29 -4.90  -0.01
H -4.47 5.60 -5.11  0.00
H -5.79 4.64 -4.44  0.01
H -5.20 4.31 -6.07  0.00
H -2.95 5.05 -3.22  0.00
H -1.23 4.72 -1.81  0.00
H -0.05 3.54 -2.43  0.00
H -1.07 3.14 -1.06  0.00
H -1.26 -0.22 -3.34  0.02
H -3.27 -0.77 -4.08  0.00
H -2.12 -0.35 -5.34  0.00
H -3.85 -0.15 -5.63  0.00
H -4.59 1.96 -5.67  0.00
C -3.07 4.43 3.70  0.00
C -1.63 4.64 4.15  0.00
C -0.72 3.44 3.85  0.00
C 0.69 3.74 4.45  0.00
C 1.67 2.57 4.46  0.00
C -1.22 2.21 4.58  0.00
O -1.63 2.22 5.71  0.00
N -1.10 1.03 3.88  0.00
C -0.74 0.94 2.56  0.00
O -0.70 -0.19 2.03  0.00
N -0.45 2.00 1.80  0.00
C -0.56 3.26 2.33  0.00
O -0.47 4.25 1.62  0.00
H -3.67 5.32 3.93  0.00
H -3.53 3.58 4.20  0.00
H -3.13 4.27 2.62  0.00
H -1.60 4.83 5.22  0.00
H -1.20 5.50 3.63  0.00
H 0.52 4.08 5.47  0.00
H 1.09 4.58 3.89  0.00
H 1.35 1.80 5.16  0.00
H 2.65 2.92 4.77  0.00
H 1.78 2.11 3.48  0.00
H -1.37 0.17 4.34  0.00

Entry 2:
Below is a structure of composition C48H77AsBiN9O3S4Si4 in a non-equilibrium geometry, with properties calculated with the ωB97M-V functional and the def2-TZVPD basis.

## Properties
Highest occupied orbital energy: -6.77 eV
Energy relative to the best compared isomer or geometry (same formula, charge and spin): 30.0 kcal/mol
Largest force on an atom: 2.1 eV Å⁻¹

Each line ends with the Löwdin charge.
Cartesian coordinates (Å):
Bi 0.32 -0.01 -0.34  1.55
N -3.32 0.76 2.62  0.08
C -2.60 0.62 1.49  -1.00
S -2.03 2.01 0.72  0.60
N -2.62 -0.60 0.97  -0.06
N -1.92 -0.92 -0.06  -0.18
C -2.40 -1.78 -0.91  -0.12
C -1.84 -1.89 -2.20  -0.31
C -2.53 -2.55 -3.24  -0.01
C -2.09 -2.41 -4.53  -0.05
C -0.97 -1.61 -4.78  -0.05
C -0.32 -1.04 -3.70  -0.17
N -0.72 -1.19 -2.45  0.01
H -3.27 1.65 3.10  0.08
H -3.56 -0.07 3.13  0.08
H -3.36 -2.24 -0.70  0.13
H -3.42 -3.12 -3.00  0.11
H -2.60 -2.90 -5.35  0.11
H -0.61 -1.45 -5.78  0.11
H 0.55 -0.43 -3.84  0.08
S -0.83 8.09 -3.21  1.00
N -1.70 6.76 -3.49  -0.23
C -1.20 5.77 -2.76  -0.30
C -1.66 4.41 -2.73  -0.08
C -2.80 3.99 -3.41  0.01
C -3.15 2.66 -3.36  -0.02
C -2.31 1.79 -2.67  -0.14
N -1.24 2.17 -2.01  0.02
C -0.92 3.47 -1.98  -0.21
C 0.17 3.90 -1.12  -0.19
N 0.77 3.00 -0.34  0.06
C 1.70 3.39 0.50  -0.14
C 2.15 4.71 0.60  -0.02
C 1.60 5.65 -0.24  0.02
C 0.58 5.25 -1.11  -0.08
C -0.08 6.18 -1.98  -0.30
N 0.22 7.46 -2.15  -0.23
H -3.38 4.72 -3.96  0.12
H -4.05 2.30 -3.84  0.11
H -2.52 0.73 -2.65  0.10
H 2.12 2.62 1.13  0.07
H 2.92 4.97 1.31  0.11
H 1.92 6.68 -0.24  0.12
C 2.16 -3.20 2.45  -0.20
Si 1.88 -3.16 0.56  0.41
C 2.98 -4.61 -0.04  -0.17
C 0.07 -3.68 0.25  -0.19
C 2.21 -1.52 -0.38  -0.67
Si 3.61 -0.46 0.44  0.42
C 3.30 0.36 2.13  -0.22
C 5.18 -1.50 0.81  -0.16
C 4.22 1.00 -0.65  -0.17
Si 2.76 -1.88 -2.17  0.50
C 1.78 -3.20 -3.18  -0.16
C 4.57 -2.46 -2.45  -0.17
C 2.75 -0.25 -3.17  -0.36
C 3.46 -0.10 -4.36  -0.06
C 3.44 1.11 -5.03  -0.06
C 2.68 2.14 -4.51  -0.04
C 2.00 1.90 -3.32  -0.14
N 2.04 0.75 -2.68  -0.02
H 1.52 -3.96 2.90  0.00
H 1.90 -2.25 2.91  -0.06
H 3.19 -3.45 2.71  0.03
H 2.78 -5.50 0.56  0.03
H 4.03 -4.38 0.08  0.01
H 2.80 -4.87 -1.07  0.01
H -0.08 -4.75 0.42  0.03
H -0.26 -3.45 -0.75  0.00
H -0.56 -3.15 0.95  -0.04
H 3.14 -0.37 2.91  0.00
H 2.43 1.00 2.13  -0.08
H 4.15 0.97 2.42  0.05
H 4.96 -2.33 1.47  0.01
H 5.92 -0.88 1.30  0.03
H 5.64 -1.91 -0.08  0.00
H 3.41 1.69 -0.87  0.00
H 4.63 0.67 -1.59  0.02
H 5.00 1.55 -0.13  0.04
H 2.33 -4.13 -3.20  0.02
H 1.65 -2.89 -4.21  0.03
H 0.81 -3.41 -2.77  0.01
H 4.84 -3.27 -1.78  0.01
H 5.29 -1.66 -2.30  0.02
H 4.71 -2.83 -3.46  0.03
H 4.04 -0.93 -4.74  0.10
H 4.00 1.24 -5.95  0.11
H 2.62 3.10 -5.00  0.10
H 1.38 2.67 -2.88  0.09
C -3.10 -4.34 2.25  -0.34
As -1.56 -4.04 3.45  1.06
C -2.55 -4.29 5.16  -0.35
C -0.90 -5.90 3.36  -0.34
S 0.17 -0.54 2.20  0.09
H -3.67 -5.22 2.56  0.02
H -2.75 -4.48 1.23  0.00
H -3.76 -3.47 2.25  0.01
H -3.13 -5.21 5.16  0.02
H -3.23 -3.45 5.32  0.00
H -1.85 -4.32 5.99  0.01
H -1.71 -6.60 3.52  0.02
H -0.14 -6.08 4.13  0.02
H -0.45 -6.10 2.39  0.00
C 0.49 4.54 4.37  -0.03
C 1.51 3.83 5.26  -0.64
C 2.81 3.59 4.50  -0.02
C 1.76 4.66 6.53  -0.02
O 0.95 2.61 5.71  -0.13
Si 0.92 1.09 5.14  -0.02
S 0.10 1.31 3.15  0.30
O 0.05 0.25 6.21  -0.13
C -1.31 0.21 6.62  -0.63
C -1.33 -0.62 7.91  -0.02
C -2.11 -0.47 5.52  -0.04
C -1.83 1.62 6.90  -0.02
O 2.34 0.34 5.04  -0.14
C 3.10 -0.36 6.03  -0.62
C 2.44 -1.72 6.29  -0.01
C 3.14 0.46 7.32  -0.02
C 4.51 -0.54 5.47  -0.02
H 0.89 5.48 4.00  0.09
H -0.42 4.74 4.93  0.09
H 0.23 3.90 3.52  0.03
H 3.26 4.53 4.20  0.09
H 2.60 2.98 3.62  0.05
H 3.50 3.04 5.13  0.08
H 2.19 5.63 6.27  0.08
H 2.44 4.13 7.19  0.08
H 0.82 4.81 7.05  0.08
H -0.94 -1.61 7.72  0.08
H -2.34 -0.70 8.28  0.09
H -0.71 -0.14 8.67  0.09
H -1.74 -1.49 5.37  0.06
H -1.95 0.07 4.59  0.02
H -3.17 -0.49 5.76  0.09
H -1.17 2.12 7.60  0.09
H -2.83 1.59 7.31  0.09
H -1.83 2.19 5.98  0.08
H 1.43 -1.57 6.64  0.07
H 3.01 -2.27 7.03  0.09
H 2.40 -2.29 5.37  0.08
H 2.12 0.64 7.66  0.08
H 3.62 1.41 7.15  0.08
H 3.68 -0.08 8.09  0.09
H 4.49 -1.17 4.59  0.07
H 5.15 -1.00 6.22  0.09
H 4.92 0.43 5.19  0.08

Entry 3:
Below is a cluster of 7 separate species, C48H83BrF3N10O5P4 in total in a non-equilibrium geometry, with properties calculated with the ωB97M-V functional and the def2-TZVPD basis.

## Properties
Highest occupied orbital energy: -10.55 eV
Net charge: +1
Largest force on an atom: 5.6 eV Å⁻¹

Each line ends with the Löwdin charge.
Cartesian coordinates (Å):
C 4.15 -5.02 0.60  -0.09
C 3.25 -5.83 -0.37  -0.31
C 1.81 -5.89 0.13  -0.53
Br 1.99 -7.19 1.65  0.86
C 0.55 -5.98 -0.86  -0.21
C -0.52 -6.60 0.11  -0.14
C -1.98 -7.04 -0.10  -0.38
C -3.20 -6.14 -0.04  -0.04
N -2.31 -8.26 -0.10  0.18
C 0.71 -6.86 -2.17  -0.17
C 0.59 -8.39 -1.91  -0.20
N 1.54 -8.90 -0.92  -0.11
C 0.98 -9.98 -0.10  -0.13
C 1.97 -6.79 -3.05  -0.56
F 1.72 -7.44 -4.22  0.12
F 3.04 -7.41 -2.58  0.17
F 2.33 -5.54 -3.42  0.11
C -0.45 -6.52 -3.23  -0.31
P -1.51 -7.90 -3.88  0.69
O -2.66 -8.23 -3.02  -0.41
C -1.37 -5.33 -2.83  -0.40
P -2.80 -5.23 -4.06  0.93
C -2.60 -3.90 -5.28  -0.26
O -4.03 -4.62 -3.16  -0.27
N -0.56 -4.10 -2.38  -0.23
C -1.63 -3.05 -2.11  -0.10
P 0.28 -3.43 -3.90  0.90
N -0.22 -2.01 -4.29  -0.19
C 0.28 -4.39 -1.12  -0.30
C 1.57 -3.52 -1.20  -0.16
C 1.56 -1.98 -1.44  -0.37
O 0.82 -1.18 -0.94  0.09
C 2.70 -1.47 -2.27  -0.18
C 3.98 -2.02 -2.14  -0.02
C 5.04 -1.58 -2.93  -0.05
C 4.82 -0.58 -3.87  -0.05
C 3.56 0.00 -3.99  -0.05
C 2.52 -0.44 -3.19  -0.05
P -0.44 -3.47 0.42  0.94
O -1.86 -3.84 1.10  -0.23
O 0.70 -3.09 1.52  -0.23
H 4.80 -4.34 0.06  0.07
H 3.59 -4.50 1.37  0.07
H 4.81 -5.70 1.13  0.08
H 3.42 -5.43 -1.36  0.08
H 3.67 -6.82 -0.38  0.08
H 1.65 -5.06 0.79  0.01
H -0.09 -7.57 0.35  0.02
H -0.46 -6.10 1.07  0.08
H -3.32 -5.83 0.99  0.08
H -3.14 -5.22 -0.61  0.04
H -4.08 -6.69 -0.36  0.09
H -1.51 -8.88 -0.01  0.04
H 0.77 -8.95 -2.82  0.10
H -0.40 -8.66 -1.56  0.08
H 2.32 -9.34 -1.41  0.11
H 0.32 -10.65 -0.67  0.09
H 1.79 -10.56 0.31  0.09
H 0.42 -9.58 0.74  0.05
H -0.01 -6.15 -4.16  0.07
H -1.88 -7.52 -5.18  0.00
H -0.72 -9.04 -4.11  0.03
H -1.92 -5.60 -1.94  0.07
H -2.30 -2.92 -4.93  0.01
H -3.61 -3.78 -5.67  0.06
H -2.01 -4.25 -6.12  0.05
H -4.46 -5.40 -2.77  0.06
H -1.21 -2.11 -1.79  0.07
H -2.39 -3.46 -1.46  0.08
H -2.16 -2.84 -3.03  0.05
H 1.67 -3.40 -3.81  0.05
H -0.05 -4.30 -4.93  0.04
H 0.55 -1.35 -4.32  -0.02
H 2.17 -3.54 -0.29  0.10
H 2.24 -3.97 -1.92  0.07
H 4.16 -2.80 -1.42  0.09
H 6.00 -2.06 -2.80  0.11
H 5.63 -0.27 -4.50  0.11
H 3.35 0.78 -4.70  0.11
H 1.54 0.00 -3.31  0.11
H -1.85 -4.43 1.87  0.08
H 0.90 -3.78 2.19  0.09
C 0.51 2.31 2.97  -0.12
C 1.02 1.19 2.08  -0.25
C 0.94 -0.21 2.69  -0.20
C 1.75 -0.30 3.91  -0.24
N 2.39 -0.38 4.86  0.15
H 1.10 2.40 3.88  0.08
H 0.58 3.26 2.44  0.03
H -0.53 2.16 3.25  0.07
H 2.06 1.39 1.81  0.11
H 0.44 1.18 1.15  0.10
H 1.31 -0.94 1.98  0.08
H -0.09 -0.47 2.94  0.12
C -3.31 2.76 0.96  -0.10
C -3.82 4.20 1.00  -0.25
C -2.70 5.24 0.87  -0.18
C -1.75 5.11 1.98  -0.23
N -1.01 5.00 2.85  0.18
H -2.65 2.56 1.80  0.06
H -4.14 2.06 1.02  0.07
H -2.76 2.56 0.04  0.08
H -4.37 4.37 1.93  0.11
H -4.53 4.35 0.18  0.11
H -3.11 6.25 0.89  0.10
H -2.16 5.10 -0.06  0.12
C 5.34 4.32 -4.94  -0.10
C 5.26 3.80 -3.51  -0.28
C 6.63 3.66 -2.85  -0.19
C 7.46 2.72 -3.61  -0.25
N 8.08 1.97 -4.21  0.14
H 5.91 3.65 -5.59  0.07
H 4.34 4.42 -5.37  0.07
H 5.81 5.30 -4.97  0.08
H 4.77 2.82 -3.51  0.09
H 4.63 4.47 -2.92  0.05
H 6.53 3.29 -1.83  0.12
H 7.14 4.63 -2.80  0.12
C -2.86 9.91 5.23  -0.10
C -3.27 8.46 5.05  -0.28
C -2.71 7.83 3.77  -0.20
C -3.19 8.54 2.58  -0.25
N -3.56 9.09 1.65  0.15
H -3.24 10.54 4.43  0.07
H -3.25 10.31 6.17  0.06
H -1.77 10.01 5.26  0.08
H -4.36 8.39 5.05  0.09
H -2.93 7.87 5.91  0.10
H -3.02 6.79 3.69  0.10
H -1.62 7.86 3.78  0.12
C 1.02 6.92 -0.20  -0.10
C 1.92 6.23 0.81  -0.26
C 3.37 6.72 0.76  -0.18
C 3.96 6.45 -0.56  -0.20
N 4.42 6.22 -1.58  0.17
H 1.35 6.72 -1.23  0.07
H -0.01 6.56 -0.11  0.05
H 1.02 8.00 -0.05  0.08
H 1.89 5.15 0.64  0.11
H 1.53 6.40 1.82  0.10
H 3.97 6.21 1.51  0.12
H 3.42 7.79 0.96  0.12
C -7.24 10.81 6.36  -0.11
C -7.51 10.46 7.82  -0.26
C -6.25 9.97 8.55  -0.18
C -5.72 8.76 7.93  -0.23
N -5.30 7.82 7.44  0.16
H -6.91 9.93 5.79  0.07
H -8.15 11.18 5.88  0.07
H -6.48 11.58 6.27  0.08
H -8.28 9.69 7.87  0.11
H -7.89 11.34 8.33  0.11
H -6.48 9.75 9.59  0.12
H -5.48 10.74 8.53  0.12